Record 1
The following is a DFT calculation (ωB97M-V with the def2-TZVPD basis set) of a 3-piece molecular cluster, C18H23BF2IO2 overall in a non-equilibrium geometry.

Cartesian coordinates (Å):
H1 -2.49 -3.81 -3.02
O1 -6.55 -0.86 -2.98
H2 -0.90 -0.04 2.86
H3 -0.46 0.28 -3.02
C1 -0.07 0.34 2.28
C2 -5.17 -0.34 -2.73
H4 -0.16 -1.14 -1.74
C3 0.48 -0.44 1.26
C4 4.65 3.30 3.52
I1 -4.99 -0.20 -0.56
H5 7.22 1.07 3.48
C5 -0.97 -0.61 -2.40
H6 4.24 1.74 6.52
H7 6.21 2.86 2.10
O2 -5.11 -2.38 -3.93
H8 1.91 3.09 1.99
C6 5.79 1.28 5.09
F1 3.03 3.63 5.21
H9 6.23 0.49 5.69
H10 2.91 1.68 0.19
H11 -5.91 -2.80 -2.04
H12 -1.07 -3.28 -1.88
C7 -1.48 -1.71 -3.55
F2 2.08 -0.69 -0.45
H13 -3.77 -1.94 -2.13
B1 -6.33 -2.34 -3.06
H14 -7.19 -2.99 -3.58
C8 1.51 2.10 1.79
C9 6.34 1.60 3.84
H15 -1.85 -0.22 -1.73
H16 0.01 2.22 3.33
C10 5.78 2.61 3.06
H17 4.19 4.08 2.93
C11 0.44 1.61 2.54
C12 4.67 1.97 5.55
H18 -2.91 -0.16 -4.59
C13 -1.43 -3.26 -3.00
C14 2.07 1.32 0.78
C15 1.55 0.06 0.52
H19 -0.69 -1.64 -4.43
C16 4.11 2.97 4.76
C17 -4.16 -1.56 -3.17
H20 0.09 -1.43 1.03
H21 -0.73 -3.94 -3.69
H22 -3.15 -1.97 -5.18
H23 -5.02 0.73 -3.23
C18 -2.94 -1.28 -4.23

Summary:
Charge: -1
Orbital gap (eV): 6.64
Lowest unoccupied orbital energy (eV): 2.1
Highest occupied orbital energy (Ha): -0.167
Multiplicity: 1

Here are the natural (NBO) charges for atoms 1 to 5, given in e: 0.24 -0.72 0.22 0.20 -0.19


Record 2
The following is a DFT calculation (ωB97M-V with the def2-TZVPD basis set) of CH2S in the gas phase in a non-equilibrium geometry.

Cartesian coordinates (Å):
S1 -0.52 -0.10 0.28
H1 1.14 0.77 -1.32
C1 0.90 0.18 -0.53
H2 1.76 -0.33 -0.03

Summary:
Charge: 0
Orbital gap (eV): 8.34
Structure (SMILES): C=S
Lowest unoccupied orbital energy (eV): -0.6
Highest occupied orbital energy (Ha): -0.330
Multiplicity: 1

Charges per atom according to natural (NBO) partitioning, unit e: 0.05 0.18 -0.42 0.19


Record 3
The following is a DFT calculation (ωB97M-V with the def2-TZVPD basis set) of C4H4N2O in the gas phase in a non-equilibrium geometry.

Cartesian coordinates (Å):
O1 1.72 0.14 1.46
N1 -0.86 0.80 0.74
H1 -0.70 -1.72 0.75
C1 0.13 -0.60 -0.94
C2 -0.14 -0.80 0.49
C3 -0.12 0.66 -1.36
C4 -0.62 1.53 -0.30
H2 0.45 -1.40 -1.59
H3 0.03 1.00 -2.38
N2 1.00 -0.83 1.46
H4 -0.88 1.22 1.69

Summary:
Charge: 0
Orbital gap (alpha / beta) (eV): 7.72 / 7.72
Lowest unoccupied orbital energy (alpha / beta) (eV): -0.8 / -0.8
Highest occupied orbital energy (alpha / beta) (Ha): -0.314 / -0.314
Multiplicity: 1

Here are the natural (NBO) charges for atoms 1 to 5, given in e: -0.25 -0.55 0.22 -0.19 -0.09


Record 4
The following is a DFT calculation (ωB97M-V with the def2-TZVPD basis set) of C2H3N3S in the gas phase in a non-equilibrium geometry.

Cartesian coordinates (Å):
C1 -0.80 -0.95 -0.49
H1 0.98 -1.31 -0.66
N1 0.10 -1.72 -0.94
N2 -0.79 0.30 0.13
C2 1.24 1.47 0.64
H2 -1.70 0.52 0.53
N3 0.13 1.09 0.62
H3 -1.85 -1.39 -0.61
S1 2.67 2.00 0.78

Summary:
Charge: 0
Orbital gap (eV): 9.30
Structure (SMILES): [H]/N=C\NN=C=S
Lowest unoccupied orbital energy (eV): 0.6
Highest occupied orbital energy (Ha): -0.320
Multiplicity: 1

Here are the natural (NBO) charges for atoms 1 to 5, given in e: 0.25 0.33 -0.65 -0.43 0.18


Record 5
The following is a DFT calculation (ωB97M-V with the def2-TZVPD basis set) of a 3-piece molecular cluster, C7H14N2O overall in a non-equilibrium geometry.

Cartesian coordinates (Å):
C1 -0.61 -1.63 0.23
H1 -1.34 0.11 2.39
H2 -0.17 1.62 -0.31
O1 -3.35 0.70 0.91
H3 0.23 -2.15 0.70
N1 -2.92 0.75 -1.31
C2 -2.58 0.60 -0.02
C3 1.83 0.27 -0.39
C4 2.31 -0.85 -1.25
H4 -3.89 0.91 -1.59
H5 0.38 -0.30 2.42
H6 3.64 1.29 0.02
C5 -0.50 -0.14 0.46
H7 -0.62 -1.86 -0.84
C6 -0.38 0.28 1.89
H8 -0.15 1.35 1.98
N2 -0.14 0.63 -0.57
H9 2.19 -1.81 -0.75
H10 -2.21 0.66 -2.02
H11 3.37 -0.74 -1.50
C7 2.56 1.20 0.20
H12 2.13 1.97 0.83
H13 -1.53 -2.00 0.69
H14 1.75 -0.87 -2.18

Summary:
Charge: 0
Orbital gap (alpha / beta) (eV): 7.55 / 7.54
Lowest unoccupied orbital energy (alpha / beta) (eV): 0.7 / 0.7
Highest occupied orbital energy (alpha / beta) (Ha): -0.251 / -0.251
Multiplicity: 1

Here are the natural (NBO) charges for atoms 1 to 5, given in e: -0.69 0.26 0.36 -0.64 0.21


Record 6
The following is a DFT calculation (ωB97M-V with the def2-TZVPD basis set) of a 2-piece molecular cluster, C2H9N2O overall in a non-equilibrium geometry.

Cartesian coordinates (Å):
H1 -0.06 2.73 0.02
N1 1.40 1.29 0.35
H2 0.87 2.42 -1.33
H3 -0.70 0.18 -0.50
C1 -0.69 -2.30 0.70
H4 -1.67 -2.53 0.16
C2 0.38 1.88 -0.51
H5 1.00 1.27 1.29
H6 1.44 0.29 0.15
H7 -0.08 0.58 -1.92
H8 -0.31 -3.34 0.93
O1 0.18 -1.48 0.14
H9 -1.19 -1.98 1.66
N2 -0.58 0.98 -1.13

Summary:
Charge: -2
Orbital gap (alpha / beta) (eV): 2.44 / 6.91
Lowest unoccupied orbital energy (alpha / beta) (eV): 7.2 / 7.0
Highest occupied orbital energy (alpha / beta) (Ha): 0.176 / 0.004
Multiplicity: 2

Here are the natural (NBO) charges for atoms 1 to 5, given in e: 0.09 -0.93 0.09 0.39 -0.21